Here is C9H14F6IO10PS as an isolated structure from the OMol25 dataset. Energies are from ωB97M-V/def2-TZVPD.

Positions of all 42 atoms, in Å:
C1 2.5349 -2.2279 4.0476
S1 2.8631 -0.4310 3.7629
O1 1.7587 0.1881 2.9950
O2 2.8965 0.2120 5.1092
O3 4.3588 -0.3299 3.0185
P1 4.2963 -0.6567 1.3635
O4 3.1093 -1.4600 0.9181
O5 4.2135 0.8415 0.6153
O6 5.6624 -1.4908 0.8415
I1 7.2872 -1.0566 1.9550
H1 2.4755 -2.7803 3.0756
H2 3.4394 -2.5975 4.5997
H3 1.6237 -2.3435 4.6736
H4 4.7373 1.4831 1.1261
C2 -1.3019 0.6440 2.7815
C3 -1.0689 -0.4980 1.8116
O7 -2.2855 -1.2355 1.5802
C4 -3.1737 -0.6521 0.7774
O8 -3.0256 0.4128 0.2533
C5 -4.3945 -1.5462 0.5930
F1 -4.8694 -1.9982 1.7599
F2 -4.1053 -2.6204 -0.1536
F3 -5.3964 -0.9100 -0.0126
H5 -1.7359 0.2712 3.7120
H6 -0.3680 1.1557 3.0047
H7 -2.0036 1.3745 2.3756
H8 -0.3558 -1.2001 2.2414
H9 -0.6467 -0.1502 0.8670
C6 -2.7680 1.0923 -2.9877
C7 -1.2623 1.1879 -2.8486
O9 -0.6013 0.9289 -4.1003
C8 -0.6391 1.9194 -4.9929
O10 -1.1706 2.9752 -4.8197
C9 0.1200 1.5276 -6.2556
F4 -0.2400 0.3194 -6.7063
F5 1.4419 1.4854 -6.0388
F6 -0.0830 2.3883 -7.2521
H10 -3.0519 0.1214 -3.4000
H11 -3.2516 1.2237 -2.0209
H12 -3.1546 1.8511 -3.6696
H13 -0.9123 0.4258 -2.1519
H14 -0.9524 2.1556 -2.4492

The calculation puts the electronic energy at -74565.673 eV. As for the multiplicity: 1. The LUMO energy is -2.219 eV. For the strongest force on any atom, the calculation gives 0.1226 hartree/bohr.



Here is one molecule with the formula C9H14INO3 from the OMol25 dataset. Energies are from ωB97M-V/def2-TZVPD.

Positions of all 28 atoms, in Å:
C1 1.4696 1.6815 -0.1103
C2 2.2147 0.3888 -0.2625
C3 3.5804 0.5535 0.2151
C4 4.6720 -0.2367 -0.0578
I1 6.5696 -0.0222 0.6523
N1 1.5815 -0.7122 -0.6023
O1 2.0317 -1.8467 -0.9655
C5 0.0937 -0.3945 -0.9242
O2 -0.1868 -0.1930 -2.0464
O3 -0.5106 -0.4192 0.1944
C6 -2.0515 -0.4996 0.3264
C7 -2.6626 -1.7433 -0.3242
C8 -2.4591 -0.2307 1.7356
C9 -2.4255 0.7388 -0.4993
H1 2.0772 2.5467 -0.0307
H2 0.8968 1.7479 0.8103
H3 0.7012 1.8289 -0.8352
H4 3.7997 1.5255 0.7424
H5 4.5119 -1.1691 -0.6705
H6 -2.2129 -1.8568 -1.2658
H7 -2.6249 -2.6457 0.2214
H8 -3.6891 -1.4939 -0.5020
H9 -1.7246 0.1181 2.3339
H10 -2.7454 -1.1723 2.1331
H11 -3.4613 0.2827 1.6586
H12 -3.4379 0.7640 -0.6404
H13 -2.1506 1.6082 0.1180
H14 -1.8573 0.8512 -1.4042

The calculation puts the electronic energy at -25289.085 eV. As for the energy above the lowest of the compared OMol25 structures with the same formula, charge and spin: 0.0 kcal per mole. As for the multiplicity: 1. The LUMO energy (alpha / beta) is 0.193 / 0.193 eV. For the strongest force on any atom, the calculation gives 0.0837 hartree/bohr.



Here is one molecule with the formula C9H14N2O2 from the OMol25 dataset. Energies are from ωB97M-V/def2-TZVPD.

Positions of all 27 atoms, in Å:
C1 -2.9185 -0.1496 -1.6189
N1 -2.5374 1.2547 -1.8460
C2 -1.2671 1.5431 -2.5658
C3 -0.0186 1.5633 -1.5969
C4 0.3291 0.6050 -0.3791
C5 0.3910 1.0252 0.9274
C6 0.7457 0.1781 2.0027
O1 0.6604 0.6674 3.2430
C7 1.2449 -1.1263 1.7561
O2 1.6325 -1.9317 2.7713
C8 1.2984 -1.5564 0.3931
C9 0.7089 -0.7476 -0.6446
N2 0.5222 -1.3484 -1.9374
H1 -2.8791 -0.5370 -2.5941
H2 -2.1717 -0.8721 -1.2272
H3 -3.9084 -0.1701 -1.1922
H4 -2.5308 1.7070 -0.9868
H5 -1.3388 2.5562 -3.0347
H6 -1.1711 0.7239 -3.2760
H7 -0.0714 2.5326 -1.0985
H8 0.9034 1.7060 -2.1769
H9 0.0763 1.9990 1.2875
H10 0.3897 -0.0478 3.8879
H11 1.7616 -1.4158 3.5542
H12 1.5610 -2.5778 0.2209
H13 0.7233 -0.7698 -2.6480
H14 1.3355 -2.0717 -1.9911

The calculation puts the electronic energy at -16633.499 eV. As for the energy above the lowest of the compared OMol25 structures with the same formula, charge and spin: 59.5 kcal per mole. As for the multiplicity: 1. The LUMO energy is 0.419 eV. For the strongest force on any atom, the calculation gives 0.1148 hartree/bohr.



Here is a 2-piece molecular cluster, C9H14N2O3 overall from the OMol25 dataset. Energies are from ωB97M-V/def2-TZVPD.

Positions of all 28 atoms, in Å:
O1 -0.7403 0.1454 -0.9451
C1 0.4508 -0.1207 -1.1142
O2 0.8503 -0.9100 -2.0272
C2 1.5969 0.4451 -0.1900
C3 2.1750 1.7727 -0.7700
N1 2.9824 2.5593 0.2468
C4 3.5283 1.6055 1.2798
C5 2.2715 1.0237 2.0231
O3 1.1853 0.6704 1.1669
H1 2.3898 -0.3484 -0.1822
H2 1.3219 2.4419 -1.0571
H3 2.8268 1.6238 -1.6649
H4 2.3479 3.1729 0.7742
H5 3.7690 3.0564 -0.1746
H6 4.2289 2.1205 1.9851
H7 4.1261 0.8041 0.7773
H8 2.5467 0.1330 2.6481
H9 1.8993 1.8463 2.6960
C6 -4.5815 -2.4563 0.4501
C7 -3.4526 -1.5997 0.3372
C8 -3.0724 -1.5932 -0.9798
N2 -3.9255 -2.4162 -1.6655
C9 -4.8515 -2.9425 -0.8027
H10 -5.1330 -2.6880 1.3483
H11 -2.9738 -1.0500 1.1318
H12 -2.2700 -1.0765 -1.4865
H13 -3.8789 -2.6044 -2.6507
H14 -5.6174 -3.6152 -1.1544

The calculation puts the electronic energy at -18679.712 eV. As for the energy above the lowest of the compared OMol25 structures with the same formula, charge and spin: 82.6 kcal per mole. As for the multiplicity: 1. The LUMO energy is -0.924 eV. For the strongest force on any atom, the calculation gives 0.0613 hartree/bohr.